{
  "formula": "CH3BrFOP",
  "method": "ωB97M-V/def2-TZVPD",
  "symbols": ["Br", "P", "F", "O", "C", "H", "H", "H"],
  "xyz": [[2.30002, -0.38837, -0.02929], [0.82618, 1.04988, 0.62561], [1.21550, 2.25888, -0.33789], [-0.45234, 0.65750, -0.25634], [-0.83767, -0.65674, 0.00592], [-1.67212, -0.62059, 0.80378], [-1.41828, -0.94880, -0.88041], [0.03871, -1.35177, 0.06862]],
  "forces_ev_per_a": [[1.348, -0.795, -0.479], [-0.407, 1.974, 0.268], [0.210, 0.094, 0.339], [0.849, 0.461, -0.036], [-2.955, -1.348, -0.244], [1.857, -0.632, -0.530], [0.313, -0.213, 0.091], [-1.214, 0.459, 0.592]],
  "lowdin_charge": [0.368, 0.444, -0.319, -0.452, -0.252, 0.115, 0.086, 0.009],
  "homo_lumo_gap_ha": 0.390,
  "e_homo_ev": -9.86,
  "de_lowest_kj_mol": 123.5
}

***

{
  "formula": "CH3BrI2Si",
  "method": "ωB97M-V/def2-TZVPD",
  "symbols": ["I", "I", "Br", "Si", "C", "H", "H", "H"],
  "xyz": [[-3.63318, 2.00535, 0.74522], [-3.58938, -2.04598, 0.75855], [-3.28946, -0.04250, -2.38166], [-2.67276, -0.01056, -0.32294], [-0.10642, 0.05022, -0.20192], [0.08193, -0.00334, -1.27272], [0.03528, -0.80812, 0.54638], [0.22402, 1.03060, 0.24394]],
  "forces_ev_per_a": [[0.206, -0.434, -0.164], [0.305, 0.483, -0.180], [-0.202, -0.009, -0.980], [2.828, 0.267, 1.524], [-2.727, 0.152, 1.692], [0.230, -0.564, 0.360], [0.034, 1.140, -1.746], [-0.674, -1.035, -0.506]],
  "lowdin_charge": [0.324, 0.327, 0.254, -0.784, -0.105, -0.029, 0.012, 0.002],
  "homo_lumo_gap_ha": 0.309,
  "e_homo_ev": -9.20,
  "de_lowest_kj_mol": 144.2
}

***

{
  "formula": "CH3BrN2O",
  "method": "ωB97M-V/def2-TZVPD",
  "symbols": ["Br", "O", "N", "N", "C", "H", "H", "H"],
  "xyz": [[1.46195, -1.54695, -0.17268], [-2.05776, 1.70293, 1.44735], [-1.12644, 1.41310, 2.10961], [-0.13682, 0.77961, 1.71280], [0.65487, 0.10996, -0.40280], [0.74730, 0.77788, 2.15934], [-0.30303, -0.03049, -0.80231], [1.28988, 0.91109, -0.03240]],
  "forces_ev_per_a": [[0.257, -0.310, 0.090], [-1.837, 0.302, -0.617], [1.712, 0.236, 0.841], [-0.127, -1.119, -1.794], [1.317, -0.378, 1.624], [0.344, 0.245, 1.525], [-1.011, 0.897, -0.619], [-0.655, 0.127, -1.051]],
  "lowdin_charge": [0.613, 0.008, -0.205, 0.062, -0.516, 0.067, -0.027, -0.002],
  "homo_lumo_gap_ha": [0.253, 0.338],
  "e_homo_ev": [-8.09, -9.33],
  "de_lowest_kj_mol": 303.7
}

***

{
  "formula": "CH3BrNO2S",
  "method": "ωB97M-V/def2-TZVPD",
  "symbols": ["Br", "S", "O", "O", "N", "C", "H", "H", "H"],
  "xyz": [[-4.78888, 0.71760, -0.11695], [1.85583, -0.80229, 0.01873], [2.67706, -0.35995, -1.13442], [0.74222, -1.76008, -0.41452], [-0.49643, 0.21291, 0.27460], [0.66263, 0.64841, 0.36188], [-0.23566, -0.95585, -0.17700], [-1.41483, 0.57310, 0.47690], [0.99806, 1.72615, 0.71078]],
  "forces_ev_per_a": [[0.355, 0.018, 0.096], [1.345, 0.222, -0.713], [-0.435, 0.010, 0.624], [-0.658, 0.687, 0.369], [-0.195, -1.694, -0.545], [0.910, 2.210, 0.911], [-0.204, 0.084, 0.113], [-0.427, 0.752, -0.088], [-0.690, -2.289, -0.768]],
  "lowdin_charge": [-0.928, 0.758, -0.535, -0.464, 0.092, -0.229, 0.085, 0.080, 0.141],
  "charge": -1,
  "homo_lumo_gap_ha": 0.239,
  "e_homo_ev": -4.02,
  "de_lowest_kj_mol": 55.1
}

***

{
  "formula": "CH3BrNO2S",
  "method": "ωB97M-V/def2-TZVPD",
  "symbols": ["Br", "S", "O", "O", "N", "C", "H", "H", "H"],
  "xyz": [[-1.11563, 2.53077, 0.56106], [-0.21101, -1.76006, 0.38643], [-1.39063, -1.55850, 1.34878], [1.07463, -2.21361, 0.94566], [0.48387, -0.04996, -0.04790], [-0.05397, 0.94117, -0.71635], [1.47917, -0.13051, 0.08824], [0.63649, 1.63134, -1.32466], [-0.90292, 0.60936, -1.24127]],
  "forces_ev_per_a": [[-0.984, 1.459, 1.472], [-2.198, 0.385, 1.115], [3.089, -0.194, -1.937], [-0.424, -0.177, 0.428], [1.144, -2.593, 2.880], [1.387, 2.263, -4.046], [0.265, 0.096, 0.085], [-0.834, -1.156, 0.796], [-1.445, -0.084, -0.794]],
  "mulliken_spin": [0.800, 0.053, 0.007, 0.011, 0.558, 0.591, -0.027, -0.027, 0.033],
  "multiplicity": 3,
  "charge": -1,
  "s_squared": 2.008,
  "homo_lumo_gap_ha": [0.186, 0.211],
  "e_homo_ev": [-1.27, -4.85],
  "de_lowest_kj_mol": 189.2
}

***

{
  "formula": "CH3BrO2P",
  "method": "ωB97M-V/def2-TZVPD",
  "symbols": ["Br", "P", "O", "O", "C", "H", "H", "H"],
  "xyz": [[-2.08352, -1.15114, 0.28390], [-0.66796, 0.54839, -0.19933], [-1.07723, 0.96040, -1.51868], [-0.68001, 1.61000, 1.06994], [0.93987, -0.42307, 0.10025], [0.87751, -1.44361, -0.20348], [1.02156, -0.27596, 1.12438], [1.66977, 0.17499, -0.65699]],
  "forces_ev_per_a": [[-0.612, -0.603, 0.367], [1.251, 2.970, 7.114], [-0.030, 0.497, -2.487], [0.022, -3.768, -4.395], [-0.305, 2.664, -4.387], [-0.075, -0.633, -0.205], [0.904, 0.284, 1.717], [-1.155, -1.411, 2.277]],
  "lowdin_charge": [0.171, 0.047, -0.449, -0.567, -0.254, -0.014, -0.020, 0.084],
  "smiles": "C[P@](=O)([O-])Br",
  "charge": -1,
  "homo_lumo_gap_ha": 0.313,
  "e_homo_ev": -4.90,
  "de_lowest_kj_mol": 70.5
}

***

{
  "formula": "CH3Cl2FSi",
  "method": "ωB97M-V/def2-TZVPD",
  "symbols": ["Cl", "Cl", "Si", "F", "C", "H", "H", "H"],
  "xyz": [[-0.69530, 2.23252, 2.92551], [-0.93511, 0.79920, -3.55080], [0.61936, 1.02985, -2.40967], [1.52760, 2.16572, -2.98808], [1.07853, 0.51974, -0.85073], [1.85409, 0.81495, -0.24500], [0.41519, -0.28834, -0.59937], [-1.20473, 1.27593, 3.52491]],
  "forces_ev_per_a": [[0.595, 1.111, -0.707], [-1.274, -0.459, -0.836], [2.174, 0.394, 2.575], [0.349, 0.837, -0.995], [-2.924, -0.953, -2.604], [1.631, 0.540, 1.034], [0.042, -0.356, 0.832], [-0.593, -1.114, 0.702]],
  "lowdin_charge": [0.294, 0.442, 0.041, -0.176, -0.209, -0.053, -0.045, -0.295],
  "smiles": "C=[Si](F)Cl.Cl",
  "homo_lumo_gap_ha": 0.320,
  "e_homo_ev": -8.56,
  "de_lowest_kj_mol": 410.1
}

***

{
  "formula": "CH3Cl2N3O",
  "method": "ωB97M-V/def2-TZVPD",
  "symbols": ["Cl", "Cl", "O", "N", "N", "N", "C", "H", "H", "H"],
  "xyz": [[-0.87645, -1.41966, 1.51820], [3.52944, 0.20215, 0.65393], [0.48963, 1.26983, -1.38696], [1.50028, -0.00982, 0.35994], [-0.90865, 0.01929, 0.62876], [-1.84621, 0.02928, -0.43686], [0.85169, 0.57331, -0.48378], [1.09529, -0.49664, 1.09478], [-1.44187, 0.64454, -1.21313], [-2.39315, -0.81228, -0.73490]],
  "forces_ev_per_a": [[-0.547, -0.422, -0.009], [1.227, 0.131, 0.166], [0.847, -1.599, 1.719], [0.892, 0.352, -1.433], [-2.947, 0.497, -2.373], [1.349, 0.163, 0.391], [-0.787, 2.149, -1.997], [-0.220, -0.957, 1.494], [-0.911, -1.157, 1.417], [1.095, 0.843, 0.625]],
  "lowdin_charge": [0.634, 0.218, 0.121, -0.175, -0.518, -0.032, -0.425, -0.030, 0.103, 0.104],
  "homo_lumo_gap_ha": [0.271, 0.302],
  "e_homo_ev": [-8.60, -9.49],
  "de_lowest_kj_mol": 302.6
}

***

{
  "formula": "CH3Cl2NO",
  "method": "ωB97M-V/def2-TZVPD",
  "symbols": ["Cl", "Cl", "O", "N", "C", "H", "H", "H"],
  "xyz": [[2.19541, -1.45652, 0.13161], [-3.53975, -0.80867, -0.80069], [0.64256, 0.17835, -1.30903], [0.82112, 0.55206, 1.03683], [1.02799, -0.00830, -0.16672], [1.45205, 0.36335, 1.83600], [-2.98091, -0.23016, -1.77922], [0.38153, 1.40989, 1.05121]],
  "forces_ev_per_a": [[-0.579, 0.703, -0.246], [-0.187, -0.178, 0.337], [0.523, 0.146, 3.401], [1.316, -1.339, 0.363], [0.658, -1.431, -2.258], [-0.713, -0.138, -1.223], [0.230, 0.182, -0.327], [-1.249, 2.054, -0.047]],
  "lowdin_charge": [0.503, 0.267, 0.015, 0.101, -0.815, 0.114, -0.265, 0.080],
  "smiles": "NC(=O)Cl.Cl",
  "homo_lumo_gap_ha": 0.422,
  "e_homo_ev": -10.94,
  "de_lowest_kj_mol": 0.0
}

***

{
  "formula": "CH3Cl2NO2S",
  "method": "ωB97M-V/def2-TZVPD",
  "symbols": ["Cl", "Cl", "S", "O", "O", "N", "C", "H", "H", "H"],
  "xyz": [[0.81634, 1.91874, 0.54857], [2.48791, -0.01339, -0.83334], [0.00305, -0.79860, 0.22040], [-0.12030, -1.86158, -0.71313], [0.71381, -0.95847, 1.43921], [-1.49152, -0.24195, 0.57261], [0.88440, 0.61157, -0.59962], [-2.20099, -0.28431, -0.13079], [-1.61749, 0.41056, 1.32436], [0.52480, 1.21743, -1.82827]],
  "forces_ev_per_a": [[0.140, 0.702, 0.303], [0.644, 0.063, -0.257], [-0.843, 0.465, -0.240], [-0.200, -0.016, -0.391], [-0.036, 0.043, 0.302], [0.570, -0.388, -0.042], [-0.947, 1.670, -3.464], [-0.104, -0.057, -0.317], [0.175, 0.088, 0.110], [0.601, -2.570, 3.996]],
  "lowdin_charge": [0.580, 0.604, 0.407, -0.293, -0.316, -0.070, -1.249, 0.078, 0.068, 0.191],
  "homo_lumo_gap_ha": 0.410,
  "e_homo_ev": -10.93,
  "de_lowest_kj_mol": 125.0
}

***

{
  "formula": "CH3Cl2P",
  "method": "ωB97M-V/def2-TZVPD",
  "symbols": ["Cl", "Cl", "P", "C", "H", "H", "H"],
  "xyz": [[0.62811, 1.71215, 1.61759], [1.48718, -1.35499, 0.44493], [0.09430, 1.44041, -0.28270], [0.04352, -0.85836, -0.39817], [-0.82469, -1.30889, 0.03292], [-1.33577, 1.36307, 0.05782], [-0.09264, -0.99339, -1.47239]],
  "forces_ev_per_a": [[0.543, 0.081, 1.048], [0.040, -0.396, -0.510], [-2.003, -3.122, -0.616], [-0.128, 3.179, -0.188], [-0.441, 0.165, 0.809], [0.880, 0.309, -0.563], [1.108, -0.216, 0.020]],
  "lowdin_charge": [0.063, 0.450, 0.373, -0.760, -0.007, -0.126, 0.007],
  "homo_lumo_gap_ha": 0.357,
  "e_homo_ev": -9.30,
  "de_lowest_kj_mol": 211.8
}

***

{
  "formula": "CH3Cl2PS2",
  "method": "ωB97M-V/def2-TZVPD",
  "symbols": ["Cl", "Cl", "S", "S", "P", "C", "H", "H", "H"],
  "xyz": [[0.07757, 1.85347, 0.12347], [0.44583, 3.58169, 2.84231], [0.57557, -1.25936, 0.32943], [-2.62204, -0.01344, 0.77450], [-0.52768, 0.10099, -0.45835], [-2.30493, -1.15827, 1.78430], [-3.02324, -1.83927, 2.08803], [-1.29770, -1.45763, 2.11844], [-0.65521, 3.68727, 2.21234]],
  "forces_ev_per_a": [[0.843, 2.369, 0.624], [0.175, 0.144, 0.324], [0.307, -0.131, 0.165], [-0.607, 1.372, -0.699], [-0.578, -2.330, -1.313], [1.768, -0.980, 0.555], [-1.708, -0.975, 0.805], [-0.045, 0.506, -0.383], [-0.155, 0.026, -0.078]],
  "lowdin_charge": [0.115, 0.257, 0.054, 0.659, -0.278, -0.519, -0.004, -0.012, -0.272],
  "homo_lumo_gap_ha": 0.250,
  "e_homo_ev": -8.46,
  "de_lowest_kj_mol": 243.8
}